Record 1
# C2H2FNO

A cluster of 3 separate species, C2H2FNO in total in a non-equilibrium geometry (the ωB97M-V functional and the def2-TZVPD basis, OMol25).

XYZ file:
```
7
Properties=species:S:1:pos:R:3:forces:R:3:lowdin_charge:R:1
C -1.370909 -0.373326 0.849240 -1.1 0.1 -0.6 -0.0958
C 1.015257 0.310148 -1.453419 -0.4 0.2 0.9 0.1480
N -2.330247 -0.789525 0.366122 0.7 0.0 0.3 0.0467
O 1.549155 0.806167 -0.570301 0.8 0.5 -1.4 0.1157
F 1.465654 0.266111 1.198808 -0.5 -0.4 0.6 -0.3458
H -0.516339 0.162077 1.203832 0.6 -0.2 0.4 0.0179
H 0.187428 -0.381651 -1.594284 0.0 -0.4 -0.2 0.1133
```
Forces are in eV/Å.

- Largest force on an atom: 0.0336 hartree/bohr
- Orbital gap (spin up / spin down): 0.29228 / 0.38114 Eh
- ΔE to the lowest compared entry with this formula, charge and spin: 447.1 kJ/mol
- HOMO (spin up / spin down): -10.164 / -12.172 eV



Record 2
# C4H5NO4

A cluster of 2 separate species, C4H5NO4 in total in a non-equilibrium geometry (the ωB97M-V functional and the def2-TZVPD basis, OMol25).

XYZ file:
```
14
Properties=species:S:1:pos:R:3:forces:R:3:lowdin_charge:R:1
C 3.236797 0.312763 0.091815 0.5 -1.6 -0.3 0.0446
C 3.444798 1.557757 -0.124383 -0.5 1.3 0.7 -0.1442
C 3.515887 -1.103482 0.176742 0.7 0.1 -0.1 -0.3178
C 2.121695 -0.934136 -0.140397 0.8 1.2 0.6 -0.4441
N -0.741637 0.734796 0.631417 -2.0 -0.6 2.3 0.0224
O 3.460374 2.725638 -0.173141 0.3 -0.8 -0.4 0.1649
O 4.313274 -1.942896 0.478949 0.3 0.3 -0.2 0.1495
O 1.314992 -1.054979 0.933288 0.0 -0.7 -0.9 0.0913
O 1.601809 -0.972155 -1.398994 -0.5 -0.5 0.5 0.1186
H -1.527423 0.883820 1.357147 1.4 -1.1 -1.8 0.0925
H -1.083664 0.340957 -0.257406 0.1 1.3 0.7 0.0549
H -0.317252 1.633329 0.707011 0.5 0.7 -1.4 0.0285
H 0.708736 -0.307242 0.830142 -1.3 0.4 0.8 0.0303
H 0.655762 -1.032893 -1.219458 -0.2 -0.1 -0.6 0.1087
```
Forces are in eV/Å.

- Largest force on an atom: 0.0607 hartree/bohr
- Orbital gap: 0.34436 Eh
- SMILES string: O=C=C1C(=O)C1(O)O.N
- ΔE to the lowest compared entry with this formula, charge and spin: 380.6 kJ/mol
- HOMO: -9.341 eV



Record 3
# C5H7BrO

A cluster of 2 separate species, C5H7BrO in total in a non-equilibrium geometry (the ωB97M-V functional and the def2-TZVPD basis, OMol25).

XYZ file:
```
14
Properties=species:S:1:pos:R:3:forces:R:3:lowdin_charge:R:1
C 0.327258 -2.075930 0.146992 -1.5 0.7 1.1 -0.1520
C 0.896927 2.225637 -0.138126 1.8 2.0 1.1 -0.1645
C -0.652283 -1.274039 -0.322746 1.0 -1.0 -2.1 -0.2424
C 0.934366 0.956498 0.192193 -2.2 -1.2 -0.6 -0.6385
C -1.177536 -0.201719 0.430543 4.1 -1.0 0.6 -0.2727
O -2.118316 0.575396 0.027882 -1.2 1.8 -2.4 0.0589
Br 2.349330 -0.278186 0.156912 0.3 1.0 0.4 0.7613
H 0.913601 -2.680083 -0.502270 0.2 -0.7 0.0 0.0457
H 0.423782 -2.051519 1.232855 0.6 -0.5 -0.3 0.0616
H 1.805324 2.934440 0.031666 -1.4 -1.3 -1.0 0.0779
H -0.053591 2.752544 -0.322469 0.3 -0.4 0.4 0.0413
H -0.740874 -1.306406 -1.436272 -0.5 0.4 0.9 0.1282
H -0.901979 -0.235927 1.474374 -0.8 0.3 0.3 0.1279
H -2.006013 0.659293 -0.971532 -0.6 -0.1 1.7 0.1671
```
Forces are in eV/Å.

- Largest force on an atom: 0.0831 hartree/bohr
- Orbital gap (spin up / spin down): 0.29137 / 0.29150 Eh
- ΔE to the lowest compared entry with this formula, charge and spin: 395.7 kJ/mol
- HOMO (spin up / spin down): -7.661 / -7.664 eV



Record 4
# C8H23FeN6O13

A structure of composition C8H23FeN6O13 in a non-equilibrium geometry (the ωB97M-V functional and the def2-TZVPD basis, OMol25).

XYZ file:
```
51
Properties=species:S:1:pos:R:3:forces:R:3:lowdin_charge:R:1
Fe 3.361413 0.192839 -2.505230 -2.3 -1.6 2.9 1.2946
C -0.007430 -0.302403 -0.616939 0.0 0.6 0.7 -0.0746
C 1.281263 -1.070882 -0.321105 -1.8 -0.1 0.0 -0.3386
O 2.294061 -0.794187 -1.253317 2.5 1.5 -2.6 -0.3193
H -0.480371 -0.534575 -1.571682 0.4 0.0 -0.3 0.0547
H 0.154627 0.770570 -0.485529 0.1 0.1 -0.4 0.0707
H -0.779731 -0.493275 0.131313 0.2 -0.3 0.1 0.0572
H 0.984558 -2.126519 -0.359537 0.6 -0.2 -0.3 0.0980
H 1.572296 -0.925919 0.720142 0.5 0.4 -0.1 0.1043
C 3.773523 0.973157 2.901945 -0.1 -0.3 -0.9 0.0570
N 2.396123 1.518924 2.754978 -0.4 0.9 0.5 -0.4316
O 1.729083 1.686237 3.743089 0.1 -0.2 0.0 0.1063
O 2.019115 1.844121 1.628265 0.4 -0.4 -0.1 -0.0033
H 4.484297 1.790324 3.000080 -0.2 0.2 0.2 0.1095
H 3.917734 0.511469 1.927501 0.4 -0.3 0.3 0.0837
H 3.820956 0.284397 3.737931 -0.1 0.0 0.0 0.1019
C 1.062910 -4.111044 -2.711179 -0.3 0.9 -0.8 0.1324
N 0.191587 -5.042694 -3.539701 1.6 -1.2 2.8 -0.2732
O -0.090058 -6.098587 -3.088884 -0.6 0.3 -0.9 0.2982
O -0.055558 -4.748875 -4.733718 -0.6 0.4 -1.0 0.4032
H 0.386309 -3.384751 -2.262450 -0.1 0.0 0.0 0.0992
H 1.743942 -3.623717 -3.406628 -0.1 0.1 0.0 0.1167
H 1.618003 -4.695757 -1.982387 -0.4 -0.4 -0.1 0.1361
C 0.515816 4.871536 1.255081 -0.4 0.2 0.3 0.0620
N 0.753369 4.669076 -0.191592 0.7 0.5 -0.6 -0.4360
O 1.327127 5.547243 -0.798003 -0.2 0.0 0.2 0.0893
O 0.440147 3.607593 -0.709043 -0.4 -0.4 0.3 0.0042
H 0.829917 5.872511 1.531171 0.3 -0.1 -0.2 0.1062
H 1.068607 4.077113 1.750537 -0.1 0.1 0.1 0.0793
H -0.549436 4.810940 1.472123 0.0 -0.4 -0.2 0.0925
C -0.553396 -1.392015 2.876927 -0.2 0.4 -0.1 0.0375
N 0.431488 -1.812485 3.895965 0.2 -0.2 0.3 -0.4393
O 0.064284 -2.484722 4.827980 -0.1 0.0 -0.2 0.1135
O 1.571052 -1.421022 3.730263 0.6 0.1 -0.3 0.0352
H -1.524838 -1.424826 3.358340 -0.1 0.0 -0.3 0.1109
H -0.481002 -2.029014 1.997579 -0.1 -0.4 0.3 0.0913
H -0.258922 -0.395986 2.554868 -0.2 0.1 0.3 0.0747
C -2.754472 2.306183 -0.383742 0.8 0.8 -0.3 0.0515
N -2.455364 2.150666 1.046917 -0.2 -1.4 1.0 -0.4269
O -2.190233 1.015740 1.432194 0.1 0.2 -0.1 0.0328
O -2.534747 3.108157 1.774673 0.1 0.2 -0.4 0.1018
H -2.269797 1.527195 -0.961835 -0.1 -0.2 0.3 0.0637
H -2.233559 3.239148 -0.597451 -0.7 0.2 -0.5 0.0939
H -3.832843 2.305159 -0.512908 0.1 0.3 0.0 0.1159
C -3.266040 -0.829869 -2.981540 0.1 0.9 0.6 0.0586
N -2.611288 -2.143480 -3.057893 -0.9 -0.2 -0.3 -0.4473
O -2.928510 -2.982132 -2.253377 0.5 -0.3 0.1 0.1067
O -1.799366 -2.292689 -3.959382 0.6 -0.3 0.1 0.0366
H -2.446091 -0.173686 -2.688563 -0.1 0.3 -0.3 0.0779
H -3.999914 -0.815563 -2.181841 -0.1 -0.3 -0.1 0.1126
H -3.690646 -0.529627 -3.934427 0.2 -0.2 -0.1 0.1181
```
Forces are in eV/Å.

- Largest force on an atom: 0.0783 hartree/bohr
- 2S+1: 6
- Orbital gap (spin up / spin down): 0.20074 / 0.09470 Eh
- <S²>: 8.769
- Net charge: +2
- ΔE to the lowest compared entry with this formula, charge and spin: 217.0 kJ/mol
- HOMO (spin up / spin down): -15.035 / -15.035 eV